(1)
{"formula": "C55H81As3N3O3S2Ti", "method": "ωB97M-V/def2-TZVPD", "symbols": ["Ti", "C", "C", "C", "C", "C", "C", "C", "N", "C", "C", "C", "C", "C", "C", "O", "C", "C", "C", "C", "C", "C", "C", "C", "C", "O", "C", "C", "C", "C", "C", "C", "H", "H", "H", "H", "H", "H", "H", "H", "H", "H", "H", "H", "H", "H", "H", "H", "H", "H", "H", "H", "H", "H", "H", "H", "H", "H", "H", "H", "H", "H", "H", "H", "H", "H", "H", "H", "H", "H", "H", "H", "C", "C", "N", "N", "C", "S", "S", "C", "C", "C", "C", "C", "C", "C", "C", "C", "C", "C", "C", "C", "O", "H", "H", "H", "H", "H", "H", "H", "H", "H", "H", "H", "H", "H", "H", "C", "As", "C", "C", "C", "C", "C", "As", "C", "C", "C", "As", "C", "C", "H", "H", "H", "H", "H", "H", "H", "H", "H", "H", "H", "H", "H", "H", "H", "H", "H", "H", "H", "H", "H", "H", "H", "H", "H", "H", "H"], "xyz": [[-0.09506, 0.94950, -0.40455], [4.93694, -3.43876, 2.77480], [5.15790, -2.26252, 1.81172], [6.31903, -1.40466, 2.33612], [5.55964, -2.82192, 0.44391], [3.87777, -1.42830, 1.72391], [2.98750, -1.58224, 0.66570], [1.83774, -0.80600, 0.61848], [0.74064, -0.91617, -0.25148], [0.97222, -1.51754, -1.50690], [1.07661, -2.85522, -1.80288], [1.34561, -3.25157, -3.11721], [1.56409, -2.25652, -4.05783], [1.47970, -0.87401, -3.79269], [1.07675, -0.54787, -2.50771], [0.73412, 0.68056, -2.03533], [1.84638, 0.10993, -4.91551], [0.77996, 0.04141, -6.01805], [2.01385, 1.57276, -4.44237], [3.19823, -0.31480, -5.52180], [1.44685, -4.74404, -3.44136], [2.68865, -5.32375, -2.74965], [0.19726, -5.47284, -2.92555], [1.56103, -5.00133, -4.94463], [1.69790, 0.23072, 1.53723], [0.70931, 1.11982, 1.15647], [2.44826, 0.31527, 2.69535], [3.55260, -0.53954, 2.75146], [2.13927, 1.33672, 3.79472], [2.54731, 2.73163, 3.30321], [0.64123, 1.32788, 4.13583], [2.90377, 1.01695, 5.08116], [5.87736, -3.97094, 2.94607], [4.21359, -4.14892, 2.36672], [4.56373, -3.08761, 3.73985], [7.26219, -1.94006, 2.20370], [6.21600, -1.18577, 3.40049], [6.38322, -0.45587, 1.79932], [6.50919, -3.35448, 0.53236], [5.68141, -2.02403, -0.29262], [4.82407, -3.53141, 0.05997], [3.15552, -2.31007, -0.11754], [0.95987, -3.58463, -1.00611], [1.81049, -2.55177, -5.06738], [-0.21272, 0.27051, -5.62504], [0.73822, -0.95411, -6.46595], [1.00887, 0.76068, -6.80938], [1.13865, 2.18209, -4.67560], [2.85993, 2.02758, -4.96006], [2.19501, 1.66182, -3.37388], [3.17431, -1.31458, -5.95450], [3.98279, -0.29266, -4.76211], [3.47150, 0.38188, -6.31722], [2.64117, -5.17832, -1.66767], [3.59516, -4.83565, -3.11477], [2.77191, -6.39666, -2.94428], [0.12516, -5.43710, -1.83683], [0.22619, -6.52459, -3.22109], [-0.70942, -5.02527, -3.33951], [2.48195, -4.58557, -5.35972], [0.71448, -4.57492, -5.48836], [1.57387, -6.07748, -5.12940], [4.20076, -0.48398, 3.61388], [2.00942, 2.99835, 2.39225], [3.61865, 2.76351, 3.09208], [2.32010, 3.48755, 4.06049], [0.03035, 1.68146, 3.30508], [0.45693, 1.97952, 4.99452], [0.31271, 0.31809, 4.39307], [3.98266, 1.13729, 4.96403], [2.70347, -0.00256, 5.42143], [2.58159, 1.70480, 5.86566], [-1.39913, 1.87061, -3.25631], [-1.05281, 2.98691, -2.30278], [-0.03136, 2.97358, -1.52319], [0.33325, 4.15203, -0.89088], [0.14410, 4.42397, 0.33261], [-0.73032, 3.65867, 1.61251], [1.09782, 5.78927, 0.98694], [-0.19202, 7.01369, 1.42631], [-0.51176, 7.95841, 0.30490], [0.20992, 9.13876, 0.15187], [-0.05786, 9.99932, -0.90205], [-1.05284, 9.68451, -1.81756], [-1.77485, 8.50747, -1.67161], [-1.50645, 7.64750, -0.61576], [-2.18087, 3.84488, -1.91738], [-2.89090, 4.77773, -2.65681], [-4.05178, 5.32878, -2.13503], [-4.49764, 4.91192, -0.88252], [-3.81328, 3.95227, -0.15506], [-2.63663, 3.38447, -0.65780], [-1.99306, 2.42048, 0.00037], [-0.56248, 1.59068, -3.88601], [-2.23957, 2.19937, -3.86539], [-1.72393, 0.96731, -2.73365], [0.21673, 7.54613, 2.28428], [-1.06483, 6.45187, 1.75237], [0.99203, 9.38261, 0.86314], [0.50820, 10.91627, -1.00820], [-1.26668, 10.35614, -2.63934], [-2.55245, 8.25873, -2.38108], [-2.07164, 6.72687, -0.50437], [-2.51929, 5.08559, -3.62781], [-4.60810, 6.06953, -2.69400], [-5.40123, 5.34273, -0.46712], [-4.17340, 3.62801, 0.81407], [1.26374, -3.59789, 2.46884], [-0.27148, -2.40904, 2.71290], [-0.58138, -2.99470, 4.56261], [-1.49149, -3.61609, 1.74441], [-2.96221, -3.19432, 1.62412], [-3.73523, -4.43032, 1.14132], [-3.18377, -2.10933, 0.56540], [-2.39171, -0.29912, 0.40372], [-3.70888, 0.11287, -0.98645], [-3.17154, 0.57010, 1.96022], [-3.47927, -2.76401, 3.01340], [-5.35461, -2.31660, 3.50403], [-6.35337, -1.92409, 1.85441], [-6.03410, -4.14363, 3.72950], [0.98394, -4.61007, 2.76869], [2.08963, -3.24650, 3.08675], [1.59017, -3.60037, 1.43022], [-0.78821, -4.06566, 4.60835], [-1.39160, -2.44508, 5.03818], [0.34004, -2.79034, 5.11037], [-1.43028, -4.59447, 2.23194], [-1.06119, -3.72556, 0.74266], [-3.29553, -4.81765, 0.21883], [-4.78285, -4.20898, 0.94599], [-3.69166, -5.22044, 1.89518], [-4.23428, -1.84068, 0.58985], [-2.99486, -2.53858, -0.42334], [-4.71018, -0.09382, -0.60952], [-3.51744, -0.53713, -1.84075], [-3.65230, 1.15084, -1.29984], [-4.25773, 0.53224, 1.87064], [-2.84244, 1.60310, 1.99004], [-2.85534, 0.05956, 2.86464], [-2.91022, -1.89988, 3.35226], [-3.24343, -3.56381, 3.72240], [-6.10203, -0.93559, 1.47027], [-7.40510, -1.90867, 2.14328], [-6.22209, -2.66644, 1.07118], [-5.35886, -4.70023, 4.37918], [-6.12881, -4.66719, 2.77916], [-7.01032, -4.09919, 4.21074]], "atomic_forces_ev_per_a": [[-0.72, 0.12, -0.41], [0.04, -0.02, 0.00], [-0.01, -0.03, 0.01], [0.03, 0.01, 0.00], [0.02, 0.00, -0.02], [-0.06, 0.02, 0.00], [0.01, -0.13, -0.13], [-0.26, -0.12, 0.01], [0.23, 0.34, 0.17], [-0.03, -0.02, 0.06], [0.07, -0.16, 0.27], [0.04, 0.03, 0.00], [-0.01, 0.05, 0.00], [0.02, -0.11, -0.20], [-0.06, 0.20, 0.21], [0.22, -0.39, -0.91], [0.00, -0.03, 0.03], [0.01, 0.00, -0.05], [0.04, 0.02, 0.04], [0.00, -0.01, 0.04], [-0.01, 0.06, -0.01], [0.02, 0.00, 0.02], [-0.03, 0.01, -0.01], [0.00, 0.01, -0.01], [-0.29, 0.21, -0.08], [0.58, -0.42, 0.73], [0.22, 0.26, 0.10], [-0.01, -0.06, 0.02], [0.02, 0.00, -0.09], [0.00, 0.02, -0.05], [-0.05, -0.05, -0.04], [0.04, 0.01, 0.01], [-0.03, 0.00, -0.02], [0.01, 0.04, 0.02], [0.03, -0.01, -0.01], [-0.02, 0.01, 0.03], [-0.02, 0.02, -0.03], [0.01, -0.04, -0.01], [-0.02, 0.01, 0.00], [0.00, -0.02, 0.02], [0.02, 0.01, 0.01], [0.01, 0.00, 0.04], [0.01, 0.05, -0.05], [0.00, 0.00, 0.00], [0.02, 0.01, 0.00], [-0.01, 0.02, 0.02], [0.00, -0.02, 0.02], [0.04, -0.03, 0.06], [-0.06, 0.02, -0.06], [0.06, -0.02, -0.08], [-0.01, 0.00, 0.02], [-0.01, 0.01, -0.02], [-0.01, -0.01, 0.01], [0.00, -0.01, -0.03], [-0.02, -0.01, 0.01], [-0.01, 0.03, 0.00], [0.00, 0.02, -0.03], [0.01, 0.02, 0.02], [0.02, -0.02, 0.00], [-0.03, -0.01, 0.02], [0.02, -0.02, 0.01], [0.00, 0.02, 0.00], [0.00, -0.01, -0.01], [0.02, -0.01, 0.05], [-0.01, 0.01, 0.01], [0.00, -0.03, -0.02], [0.09, -0.07, 0.08], [0.01, -0.01, -0.04], [-0.01, -0.01, 0.04], [-0.02, -0.01, -0.01], [0.00, 0.03, 0.00], [0.02, -0.01, -0.01], [0.13, 0.12, -0.07], [-0.06, 0.02, 0.04], [0.43, 0.11, 0.10], [-0.15, 0.10, -0.43], [-0.08, -0.09, 0.48], [-0.01, 0.44, 0.04], [0.06, 0.15, -0.07], [0.04, -0.11, -0.06], [0.06, -0.05, 0.00], [-0.01, 0.00, 0.00], [-0.02, -0.01, 0.01], [-0.01, -0.03, 0.02], [0.02, 0.00, 0.04], [-0.02, -0.01, -0.01], [0.05, 0.01, 0.05], [0.01, 0.00, 0.06], [0.04, -0.03, 0.04], [-0.01, 0.04, -0.02], [-0.05, 0.01, 0.04], [-0.12, -0.01, 0.04], [0.12, -0.32, -0.01], [-0.04, 0.00, 0.07], [0.00, 0.02, -0.04], [-0.05, -0.01, 0.04], [-0.02, 0.00, 0.02], [-0.05, 0.02, 0.04], [-0.02, 0.00, -0.01], [0.00, -0.01, 0.00], [0.00, -0.01, 0.00], [-0.03, -0.03, -0.02], [0.01, 0.02, -0.03], [-0.02, -0.02, 0.02], [0.02, 0.01, 0.01], [0.02, -0.02, -0.01], [0.00, 0.00, -0.02], [0.02, -0.04, 0.01], [-0.01, 0.16, -0.08], [0.01, -0.04, 0.06], [-0.05, 0.03, 0.03], [-0.04, 0.02, 0.18], [0.02, -0.05, 0.02], [0.34, -0.12, -0.16], [-0.51, 0.01, -0.02], [-0.02, 0.12, 0.00], [0.04, 0.02, 0.02], [0.05, 0.00, -0.23], [0.02, -0.03, 0.07], [0.01, 0.06, -0.01], [-0.05, -0.05, -0.02], [0.02, 0.01, 0.02], [-0.03, -0.01, -0.05], [-0.04, 0.00, 0.04], [0.00, 0.00, 0.02], [0.01, -0.01, -0.01], [-0.02, -0.02, 0.03], [-0.01, -0.01, 0.00], [0.00, 0.00, -0.01], [0.00, 0.01, 0.02], [-0.05, 0.02, -0.02], [0.00, 0.01, -0.03], [-0.14, -0.03, -0.09], [0.01, -0.07, 0.00], [-0.02, 0.01, 0.00], [-0.02, -0.01, -0.02], [0.00, 0.00, 0.01], [-0.01, -0.03, 0.05], [-0.01, -0.01, -0.03], [0.03, -0.01, 0.03], [0.05, 0.02, -0.01], [-0.01, 0.00, 0.03], [-0.01, -0.01, 0.01], [0.01, 0.01, 0.01], [-0.01, -0.03, -0.03], [-0.01, 0.01, 0.01], [0.01, -0.01, 0.02], [-0.01, 0.00, -0.01]], "lowdin_spin": [-0.002, 0.000, 0.000, 0.000, 0.000, 0.000, 0.000, 0.000, 0.000, 0.000, 0.000, 0.000, 0.000, 0.000, 0.000, 0.000, 0.000, 0.000, 0.000, 0.000, 0.000, 0.000, 0.000, 0.000, 0.000, 0.002, 0.000, 0.000, 0.000, 0.003, 0.001, 0.000, 0.000, 0.000, 0.000, 0.000, 0.000, 0.000, 0.000, 0.000, 0.000, 0.000, 0.000, 0.000, 0.000, 0.000, 0.000, 0.000, 0.000, 0.000, 0.000, 0.000, 0.000, 0.000, 0.000, 0.000, 0.000, 0.000, 0.000, 0.000, 0.000, 0.000, 0.000, 0.002, 0.000, 0.000, 0.000, 0.000, 0.000, 0.000, 0.000, 0.000, 0.001, 0.000, -0.001, 0.001, 0.031, 0.622, 0.094, 0.005, 0.002, 0.001, 0.000, 0.000, 0.000, 0.001, 0.010, -0.002, 0.011, -0.001, 0.011, 0.006, 0.190, 0.000, 0.000, 0.000, 0.000, 0.002, 0.000, 0.000, 0.000, 0.000, 0.000, 0.000, 0.001, 0.000, 0.001, 0.000, 0.000, 0.000, 0.000, 0.000, 0.000, 0.000, 0.001, 0.002, 0.001, 0.000, 0.000, 0.000, 0.000, 0.000, 0.000, 0.000, 0.000, 0.000, 0.000, 0.000, 0.000, 0.000, 0.000, 0.000, 0.000, 0.000, 0.000, 0.000, 0.000, 0.000, 0.002, 0.000, 0.000, 0.000, 0.000, 0.000, 0.000, 0.000, 0.000, 0.000], "spin_multiplicity": 2, "gap_ev": [7.11, 6.33], "homo_ev": [-7.370, -7.373], "e_tot_ev": -296263.90984, "lumo_ev": [-0.262, -1.047]}


(2)
{"formula": "C5H8O", "method": "ωB97M-V/def2-TZVPD", "symbols": ["C", "O", "C", "C", "C", "C", "H", "H", "H", "H", "H", "H", "H", "H"], "xyz": [[-0.77430, 0.87445, 0.78722], [-1.46902, 0.35749, -0.32989], [-0.94886, -0.95437, -0.41475], [0.55692, -0.78862, -0.25911], [1.19784, 0.43832, -0.84185], [0.67689, 0.46942, 0.56636], [-1.00022, 1.93815, 0.88661], [-1.12442, 0.32059, 1.68089], [-1.32217, -1.42553, -1.32650], [-1.30000, -1.50892, 0.47826], [1.15272, -1.67500, -0.06653], [0.70732, 1.00172, -1.63157], [2.28154, 0.39182, -0.92910], [1.36577, 0.56047, 1.39994]], "atomic_forces_ev_per_a": [[0.09, 0.14, 0.23], [-0.09, -0.01, 0.03], [0.04, -0.27, -0.05], [-0.01, -0.19, 0.06], [0.03, 0.08, -0.14], [0.00, 0.02, 0.20], [0.14, -0.10, -0.07], [0.06, 0.44, 0.01], [0.16, 0.08, 0.06], [0.00, -0.18, -0.40], [-0.05, 0.15, 0.02], [-0.06, -0.11, 0.19], [-0.23, 0.03, -0.01], [-0.07, -0.07, -0.13]], "nbo_charge": [-0.070, -0.518, -0.070, -0.259, -0.423, -0.259, 0.197, 0.159, 0.197, 0.159, 0.222, 0.224, 0.220, 0.222], "gap_ev": 11.05, "homo_ev": -9.894, "e_tot_ev": -7360.81847, "smiles": "C1OC[C@H]2C[C@@H]12", "lumo_ev": 1.153}


(3)
{"formula": "C3H10N5", "method": "ωB97M-V/def2-TZVPD", "symbols": ["C", "C", "C", "N", "N", "N", "N", "N", "H", "H", "H", "H", "H", "H", "H", "H", "H", "H"], "xyz": [[1.29857, -1.51297, 0.73613], [1.70452, 0.27946, -0.93450], [-0.85272, 1.11545, -0.13425], [0.23165, -2.20785, -0.02009], [-0.75617, -1.67116, -0.32844], [-0.03121, 0.29070, 0.62917], [-2.25024, 0.84148, 0.51536], [1.15114, -0.12031, 0.36639], [0.94554, -1.57565, 1.81174], [2.19796, -1.90881, 0.33145], [2.74925, 0.30311, -0.93019], [1.30591, -0.26853, -1.88500], [1.50124, 1.33687, -1.09180], [-0.99208, 0.86880, -1.23870], [-0.66703, 2.09606, 0.08637], [-2.22997, -0.17047, 0.83564], [-2.96390, 0.93239, -0.11550], [-2.34246, 1.37143, 1.36622]], "atomic_forces_ev_per_a": [[-0.54, 2.43, 1.23], [-1.45, 0.03, -1.69], [-1.26, -2.51, -1.42], [-2.76, -0.44, -1.24], [1.03, -0.57, 0.59], [-2.36, -1.23, 1.99], [3.30, -2.31, 1.74], [2.07, -0.42, -1.76], [1.12, -0.52, -1.17], [1.06, -0.31, 0.68], [1.69, -0.74, 0.13], [0.55, 0.54, 1.87], [-0.45, 0.07, 0.12], [0.32, 0.57, 1.27], [0.39, 2.94, -0.09], [0.20, 1.14, -0.62], [-2.57, 0.75, -1.87], [-0.35, 0.58, 0.24]], "nbo_charge": [-0.124, -0.477, -0.051, -0.076, -0.059, -0.351, -0.670, -0.134, 0.265, 0.244, 0.240, 0.218, 0.219, 0.215, 0.206, 0.466, 0.428, 0.441], "gap_ev": [8.42, 8.65], "homo_ev": [-11.947, -11.991], "e_tot_ev": -10712.72182, "lumo_ev": [-3.531, -3.339], "total_charge": 1}